[1]
9
Properties=species:S:1:pos:R:3 method="wB97M-V/def2-TZVPD" e_tot_ev=-20011.006 charge=0 homo_lumo_gap_ev="9.3861 / 6.6158" molar_mass_da=118.12 de_lowest_ev=5.343
C 0.627 1.100 -0.467
C -0.158 1.402 0.606
N 1.404 0.876 -1.259
N -0.214 -1.602 -0.950
O -0.283 -1.799 -2.105
O -0.048 -2.252 0.051
S -0.601 0.461 1.937
H -0.415 2.551 0.639
H -0.313 -0.737 1.547

[2]
148
Properties=species:S:1:pos:R:3 method="wB97M-V/def2-TZVPD" e_tot_ev=-86525.334 charge=0 homo_lumo_gap_ev=9.7971 molar_mass_da=815.36 de_lowest_ev=0.000
C 6.838 -0.373 3.716
C 5.776 0.170 3.098
Si 5.068 -0.668 1.578
C 3.815 -2.012 2.052
O 3.194 -1.779 3.312
C 3.821 -2.403 4.423
O 4.509 0.368 0.420
Si 3.402 1.562 0.772
C 4.223 2.992 1.696
C 5.684 3.120 1.252
C 6.277 4.520 1.481
C 6.709 4.741 2.945
C 8.220 4.673 3.170
C 8.796 3.247 3.186
C 10.187 3.112 2.540
C 10.372 1.712 1.933
C 2.843 2.247 -0.902
C 3.768 1.890 -2.060
O 3.758 0.499 -2.417
C 2.586 0.021 -2.859
O 1.919 0.549 -3.721
O 2.063 0.947 1.549
C 1.928 1.162 2.961
C 1.205 2.468 3.330
C 0.359 3.053 2.195
P 6.798 -1.748 0.578
O 6.486 -2.097 -0.820
O 8.084 -0.787 0.689
O 7.230 -3.029 1.444
H 7.304 -1.301 3.398
H 7.265 0.114 4.588
H 5.374 1.072 3.552
H 4.324 -2.983 2.032
H 3.035 -2.073 1.288
H 4.760 -2.888 4.156
H 4.037 -1.645 5.180
H 3.130 -3.117 4.877
H 3.671 3.883 1.389
H 4.116 2.921 2.778
H 6.320 2.369 1.720
H 5.734 2.920 0.176
H 5.529 5.253 1.181
H 7.162 4.622 0.850
H 6.227 4.036 3.629
H 6.381 5.738 3.253
H 8.758 5.264 2.426
H 8.431 5.139 4.136
H 8.134 2.534 2.689
H 8.893 2.917 4.223
H 10.296 3.869 1.762
H 10.972 3.257 3.284
H 9.913 0.975 2.598
H 9.866 1.648 0.969
H 11.419 1.436 1.825
H 1.803 1.975 -1.090
H 2.866 3.337 -0.824
H 4.801 2.124 -1.816
H 3.506 2.471 -2.948
H 2.290 -0.929 -2.401
H 2.886 1.110 3.485
H 1.331 0.341 3.353
H 0.561 2.261 4.186
H 1.906 3.236 3.659
H -0.376 3.734 2.631
H -0.188 2.289 1.647
H 0.965 3.662 1.525
H 7.886 -0.009 1.234
H 6.952 -3.842 0.993
C -0.360 -1.828 2.946
C -1.816 -2.275 2.847
C -2.812 -1.118 2.763
C -2.761 -0.165 3.959
C -2.937 -0.804 5.332
C -4.284 -1.466 5.599
H -0.191 -1.235 3.846
H 0.306 -2.690 2.995
H -0.063 -1.229 2.082
H -2.048 -2.903 3.712
H -1.945 -2.910 1.967
H -3.819 -1.531 2.644
H -2.622 -0.533 1.858
H -3.518 0.614 3.819
H -1.796 0.351 3.955
H -2.794 -0.023 6.084
H -2.141 -1.536 5.496
H -5.111 -0.759 5.510
H -4.294 -1.859 6.617
H -4.482 -2.305 4.928
C -7.470 -1.691 1.545
C -7.718 -1.143 2.947
C -7.974 -2.244 3.976
C -9.206 -3.107 3.688
C -10.519 -2.337 3.569
C -10.911 -1.602 4.848
H -8.335 -2.243 1.176
H -7.271 -0.886 0.835
H -6.610 -2.365 1.538
H -8.560 -0.446 2.923
H -6.850 -0.560 3.266
H -8.065 -1.793 4.969
H -7.101 -2.902 4.030
H -9.302 -3.850 4.487
H -9.046 -3.677 2.769
H -11.312 -3.044 3.312
H -10.467 -1.626 2.741
H -11.010 -2.300 5.682
H -11.867 -1.092 4.724
H -10.172 -0.848 5.123
C 0.131 0.926 -10.755
C 1.215 0.062 -10.117
C 0.791 -0.583 -8.798
C 0.448 0.402 -7.678
C 1.568 1.379 -7.329
C 2.833 0.696 -6.821
H -0.144 1.766 -10.116
H 0.476 1.337 -11.706
H -0.769 0.340 -10.951
H 2.119 0.659 -9.969
H 1.487 -0.733 -10.816
H 1.588 -1.251 -8.464
H -0.079 -1.224 -8.978
H 0.179 -0.168 -6.784
H -0.447 0.971 -7.949
H 1.206 2.066 -6.560
H 1.810 1.997 -8.199
H 2.629 0.109 -5.930
H 3.593 1.436 -6.566
H 3.260 0.035 -7.578
C -6.372 -2.179 -2.534
C -6.146 -1.535 -3.899
C -7.400 -0.854 -4.447
C -8.592 -1.785 -4.677
C -8.326 -2.957 -5.619
C -7.963 -2.525 -7.036
H -7.122 -2.969 -2.580
H -5.449 -2.625 -2.160
H -6.704 -1.437 -1.804
H -5.778 -2.286 -4.603
H -5.356 -0.785 -3.815
H -7.147 -0.341 -5.379
H -7.710 -0.068 -3.750
H -9.423 -1.193 -5.074
H -8.937 -2.176 -3.716
H -9.225 -3.578 -5.660
H -7.535 -3.595 -5.216
H -8.760 -1.920 -7.474
H -7.811 -3.393 -7.679
H -7.043 -1.938 -7.055

[3]
19
Properties=species:S:1:pos:R:3 method="wB97M-V/def2-TZVPD" smiles="C=C(C)/C=C/C.O" e_tot_ev=-8462.790 charge=0 homo_lumo_gap_ev=9.6350 molar_mass_da=100.16 de_lowest_ev=1.564
C -0.847 0.349 -1.898
C -0.657 -0.171 -0.467
C -1.204 -1.329 -0.107
C 0.953 1.587 2.631
C 0.159 0.669 1.741
C 0.118 0.748 0.421
H 0.096 0.209 -2.428
H -1.550 -0.306 -2.414
H -1.203 1.371 -1.837
H -1.679 -1.944 -0.859
H -1.238 -1.650 0.925
H 1.830 1.970 2.108
H 1.424 1.018 3.437
H 0.284 2.376 2.962
H -0.498 -0.065 2.197
H 0.636 1.479 -0.192
H 0.820 -1.999 -2.779
H 1.034 -2.211 -1.304
O 1.521 -2.101 -2.135

[4]
10
Properties=species:S:1:pos:R:3 method="wB97M-V/def2-TZVPD" e_tot_ev=-26787.089 charge=0 homo_lumo_gap_ev=9.4006 molar_mass_da=120.20 de_lowest_ev=2.926
C 0.911 0.818 0.202
C -2.651 -0.512 -0.209
H 4.250 -0.177 0.081
H 0.327 1.796 0.299
H -2.490 -1.512 0.098
H -3.604 -0.121 -0.309
N 2.167 0.801 -0.044
N -1.662 0.246 -0.297
S 3.000 -0.737 -0.144
S -0.248 -0.602 0.322

[5]
51
Properties=species:S:1:pos:R:3 method="wB97M-V/def2-TZVPD" e_tot_ev=-109384.510 charge=-1 homo_lumo_gap_ev=6.4295 molar_mass_da=620.35
C 5.232 -3.756 2.569
C 3.879 -3.044 2.617
C 3.484 -2.373 1.311
Cl 3.200 -3.685 0.053
Ga 1.834 -1.167 1.488
N 2.145 0.730 1.497
C 2.531 1.361 0.481
C 2.205 2.847 0.349
C 3.344 0.775 -0.672
P 0.940 -1.690 3.652
N 1.803 -1.059 4.851
C 0.492 -1.550 -0.007
I -0.633 -3.328 0.516
C -0.422 -0.391 -0.394
C -1.038 -0.539 -1.802
I -1.992 -0.043 1.030
H 5.592 -3.987 3.574
H 5.167 -4.685 2.002
H 5.975 -3.118 2.083
H 3.914 -2.258 3.378
H 3.102 -3.764 2.885
H 4.352 -1.849 0.908
H 2.916 3.383 -0.285
H 2.226 3.294 1.341
H 1.203 2.969 -0.073
H 2.692 0.364 -1.450
H 3.955 1.543 -1.152
H 4.005 -0.010 -0.311
H -0.429 -1.313 3.713
H 0.780 -3.095 3.755
H 2.113 -1.767 5.508
H 1.000 -1.877 -0.915
H 0.185 0.512 -0.340
H -2.126 -0.558 -1.786
H -0.729 0.286 -2.446
H -0.718 -1.483 -2.242
C -4.161 3.464 -1.108
C -4.330 3.485 -2.617
O -3.908 2.295 -3.260
C -4.557 1.105 -2.845
C -6.057 1.105 -3.088
H -3.144 3.170 -0.845
H -4.362 4.452 -0.692
H -4.842 2.758 -0.631
H -3.710 4.269 -3.054
H -5.371 3.720 -2.878
H -4.339 0.895 -1.791
H -4.085 0.314 -3.427
H -6.576 1.819 -2.447
H -6.463 0.115 -2.876
H -6.276 1.359 -4.126